This record from the OMol25 dataset describes the molecule C7H6BrN. The level of theory is ωB97M-V/def2-TZVPD.

The geometry in ORCA input format:
```
! wB97M-V def2-TZVPD RIJCOSX def2/J DEFGRID3
* xyz 0 1
C -0.72815 2.26005 0.56987
C 0.53116 -1.65327 -0.27968
C 0.67553 -1.30875 1.12920
C 0.26138 -0.82312 -1.28472
C 0.28167 -0.21773 1.71336
C 0.04490 0.66124 -1.19345
C -0.89607 1.06063 -0.09977
N -0.53669 3.25092 1.12705
Br -2.62116 0.25944 -0.08218
H 0.70987 -2.69403 -0.50360
H 1.15850 -2.08423 1.72688
H 0.20762 -1.22502 -2.28469
H 0.23734 0.33225 2.61872
H 1.00629 1.15563 -1.00077
H -0.33217 1.02599 -2.15622
*
```

- Gap between HOMO and LUMO (spin up / spin down): 7.856 / 8.323 eV
- Energy relative to the best compared isomer or geometry (same formula, charge and spin): 2.737 eV
- HOMO energy (spin up / spin down): -0.3220 / -0.3173 hartree